Entry 1:
C30H65IN2O15S6 | ωB97M-V/def2-TZVPD

## Properties
* E_tot: -5106.29540 Eh
* strongest force on any atom: 0.281 hartree/bohr
* net charge: 0
* relative energy (zero: lowest compared OMol25 entry of this formula, charge and spin): 48.38 kcal per mole
* gap between HOMO and LUMO: 7.269 eV
* highest occupied orbital energy: -7.89 eV

Geometry (Å):
C -3.70 -13.53 45.06
C -2.75 -12.31 45.23
O -2.01 -12.20 46.32
N -2.65 -11.39 44.04
H -1.81 -11.84 43.53
H -3.56 -11.47 43.48
C -2.38 -9.97 44.38
H -3.58 -14.29 45.71
H -3.59 -13.98 44.11
H -4.87 -13.08 45.20
H -3.05 -9.70 45.02
H -2.69 -9.44 43.42
H -1.29 -9.93 44.72
C -6.96 -11.38 40.48
C -5.76 -10.53 40.00
O -5.55 -10.41 38.81
N -4.90 -9.90 41.07
H -5.28 -8.83 41.35
H -4.94 -10.50 41.93
C -3.48 -9.83 40.60
H -7.78 -11.49 39.75
H -7.66 -10.89 41.19
H -6.59 -12.13 40.94
H -3.08 -10.68 40.32
H -2.91 -9.41 41.29
H -3.30 -9.10 39.81
I -0.20 -12.32 41.79
O -5.06 -11.49 43.09
H -5.70 -12.14 43.55
C 4.82 -10.14 44.28
C 5.14 -10.07 45.90
C 3.96 -9.43 46.47
S 2.61 -9.46 45.37
O 2.46 -8.12 44.77
O 1.41 -10.05 45.92
C 3.31 -10.45 44.13
H 5.53 -10.74 43.89
H 4.86 -9.17 43.72
H 5.96 -9.56 45.81
H 5.16 -11.22 46.32
H 4.11 -8.60 47.25
H 3.72 -10.20 47.23
H 2.89 -10.02 43.11
H 3.00 -11.55 44.04
C 1.71 -7.02 41.95
C 1.26 -5.78 41.16
C -0.03 -5.69 41.33
S -0.69 -7.36 41.21
O -1.12 -7.54 39.86
O -1.63 -7.43 42.30
C 0.76 -8.22 41.62
H 1.58 -6.73 43.06
H 2.62 -7.16 41.79
H 1.43 -5.94 40.12
H 1.89 -4.93 41.63
H -0.15 -5.08 40.60
H -0.37 -5.22 42.26
H 0.92 -8.87 40.79
H 0.47 -8.92 42.41
C -5.14 -11.41 48.24
C -5.81 -10.65 47.11
C -5.35 -9.26 47.31
S -5.57 -8.96 48.97
O -6.94 -8.59 49.29
O -4.51 -8.14 49.44
C -5.39 -10.64 49.55
H -4.16 -11.75 48.02
H -5.76 -12.42 48.41
H -6.86 -10.84 47.21
H -5.35 -11.01 46.32
H -5.92 -8.34 46.75
H -4.23 -9.02 47.06
H -6.43 -10.89 49.98
H -4.71 -10.80 50.54
C -2.72 -13.84 50.56
C -1.53 -12.96 50.84
C -0.63 -13.22 49.97
S -0.59 -15.01 49.64
O 0.42 -15.65 50.32
O -0.84 -15.37 48.22
C -2.19 -15.24 50.42
H -3.27 -13.63 49.62
H -3.40 -13.69 51.28
H -1.28 -13.12 51.73
H -1.95 -11.82 50.88
H 0.41 -12.83 50.29
H -0.77 -12.82 48.93
H -2.07 -15.83 51.38
H -2.72 -15.78 49.75
C -5.97 -15.48 40.77
C -4.82 -16.49 41.03
C -5.35 -17.37 41.91
S -6.12 -16.46 43.21
O -5.19 -15.97 44.18
O -7.47 -16.94 43.55
C -6.51 -15.04 42.17
H -6.69 -15.95 40.16
H -5.52 -14.84 40.21
H -3.85 -15.95 41.13
H -4.67 -16.90 40.09
H -4.69 -18.10 42.23
H -6.01 -18.11 41.34
H -6.05 -14.19 42.52
H -7.50 -14.71 42.17
C -0.50 -15.95 43.85
C 0.76 -16.91 43.59
C 0.46 -17.99 42.81
S -1.29 -18.22 43.08
O -1.41 -19.51 43.80
O -2.03 -18.19 41.83
C -1.66 -16.91 44.00
H -0.63 -15.38 42.99
H -0.40 -15.51 44.71
H 0.99 -17.20 44.54
H 1.51 -16.43 43.13
H 0.97 -18.98 43.07
H 0.84 -18.02 41.66
H -1.85 -17.33 45.06
H -2.48 -16.47 43.69


Entry 2:
C3H4BNO3 | ωB97M-V/def2-TZVPD

## Properties
* E_tot: -421.89556 Eh
* strongest force on any atom: 0.111 hartree/bohr
* net charge: 0
* relative energy (zero: lowest compared OMol25 entry of this formula, charge and spin): 150.37 kcal per mole
* gap between HOMO and LUMO (spin up / spin down): 8.386 / 8.385 eV
* highest occupied orbital energy (spin up / spin down): -8.22 / -8.21 eV

Geometry (Å):
B 0.47 -1.12 -0.69
C 0.34 0.65 1.37
C -1.27 1.85 -0.15
C 0.15 0.08 0.19
N -0.40 1.71 1.92
O -1.18 2.25 1.03
O 1.45 -1.86 -0.09
O -0.15 -1.18 -1.93
H 0.95 0.28 2.22
H -1.93 2.05 -1.03
H 1.71 -2.63 -0.45
H -0.12 -2.08 -2.38


Entry 3:
C18H40BBrInO11 | ωB97M-V/def2-TZVPD

## Properties
* E_tot: -4326.65991 Eh
* strongest force on any atom: 0.009 hartree/bohr
* net charge: -1
* gap between HOMO and LUMO: 7.178 eV
* highest occupied orbital energy: -4.78 eV

Geometry (Å):
C -3.96 -0.36 -2.31
O -2.79 -0.67 -1.62
C -1.70 0.22 -1.92
In -1.05 0.36 -4.05
Br -1.91 -1.80 -5.29
B -2.11 2.04 -5.20
O -3.20 1.84 -6.04
O -1.74 3.36 -5.09
H -4.29 0.67 -2.09
H -4.74 -1.06 -2.00
H -3.81 -0.44 -3.40
H -0.86 -0.13 -1.32
H -1.97 1.22 -1.55
H 0.69 0.33 -4.20
H -3.38 0.90 -6.13
H -2.32 3.93 -5.61
O -0.83 2.42 2.33
C -1.55 1.47 2.51
O -2.42 1.14 1.54
C -3.29 0.00 1.63
C -4.55 0.31 2.40
C -1.52 0.69 3.80
H -2.76 -0.85 2.06
H -3.51 -0.26 0.60
H -4.35 0.57 3.44
H -5.21 -0.56 2.38
H -5.08 1.15 1.93
H -2.16 1.21 4.51
H -0.50 0.69 4.19
H -1.86 -0.34 3.72
O 2.00 -0.44 4.41
C 2.72 0.22 3.70
O 3.94 -0.28 3.39
C 4.82 0.40 2.49
C 5.63 1.48 3.17
C 2.31 1.57 3.18
H 4.28 0.78 1.63
H 5.48 -0.39 2.12
H 4.98 2.28 3.55
H 6.32 1.92 2.46
H 6.19 1.07 4.01
H 2.55 2.31 3.94
H 1.23 1.55 3.06
H 2.77 1.87 2.24
O -4.76 -3.20 0.73
C -3.74 -3.83 0.69
O -3.78 -5.09 1.22
C -2.66 -5.97 1.16
C -1.66 -5.71 2.27
C -2.45 -3.28 0.17
H -2.19 -5.93 0.18
H -3.10 -6.97 1.27
H -1.21 -4.73 2.18
H -0.86 -6.46 2.23
H -2.15 -5.78 3.24
H -1.99 -2.71 0.98
H -2.66 -2.59 -0.65
H -1.73 -4.03 -0.16
O 5.32 1.84 -0.27
C 4.85 2.27 -1.30
O 3.59 1.95 -1.61
C 2.92 2.48 -2.77
C 3.29 1.74 -4.04
C 5.67 3.13 -2.24
H 3.11 3.55 -2.84
H 1.86 2.35 -2.56
H 4.36 1.83 -4.25
H 2.72 2.13 -4.87
H 3.04 0.68 -3.94
H 6.22 2.46 -2.89
H 6.38 3.68 -1.63
H 5.09 3.81 -2.86